Entry 1:
ORCA calculation (ωB97M-V/def2-TZVPD) on a 5-piece molecular cluster, C5H19NO5S overall at a distorted geometry.

For the HOMO energy, the calculation gives -8.99 eV. The largest force on an atom comes out at 2.8 eV/A. The calculation puts the LUMO energy at 0.483 eV. Its molar mass is 205.3 g mol⁻¹. The value obtained for the frontier orbital gap is 9.48 eV.

```
31
Properties=species:S:1:pos:R:3:forces:R:3
C -1.4680 1.4667 1.4201 1.340 1.402 -0.732
C -2.3319 0.3055 1.8521 -0.558 -1.189 -1.190
N -1.9292 -1.0316 1.2814 1.805 1.853 1.046
C -0.5699 -1.3455 1.2281 -2.143 -1.086 -1.205
O 0.3479 -0.6265 1.5425 0.094 0.040 0.649
C -0.3908 -2.7457 0.6475 0.532 -0.215 0.859
C 0.8604 -2.7803 -0.2027 1.093 1.148 0.100
S 2.4107 -3.0821 0.6961 0.611 -0.202 0.810
H -0.6960 1.1526 0.7114 -0.436 -0.069 -0.165
H -1.9737 2.3223 0.9371 -0.307 -0.649 0.264
H -0.8229 1.9233 2.1878 -0.556 -0.432 0.279
H -2.3393 0.1842 2.9259 -0.317 0.155 0.265
H -3.3457 0.4085 1.4247 0.278 0.291 0.749
H -2.5963 -1.4949 0.6895 0.267 -0.159 0.060
H -0.3145 -3.4295 1.5164 0.140 0.186 -0.410
H -1.3063 -3.0325 0.1548 -0.129 -0.143 -0.562
H 1.0188 -1.8079 -0.7125 -0.593 -0.713 0.339
H 1.0057 -3.5630 -0.9359 -0.835 -0.302 -0.246
H 2.3188 -2.3648 1.8516 -0.362 -0.038 -0.718
O 1.2405 2.1131 -2.3334 -1.121 0.701 1.274
H 1.9534 2.7133 -2.1259 0.497 -0.039 -0.275
H 1.3806 1.6442 -3.1369 0.520 -0.441 -0.900
O -2.0728 2.4053 -1.9613 0.336 -0.188 0.083
H -1.3325 1.8031 -1.8542 -0.049 -0.845 0.140
H -1.5265 3.1684 -2.1285 -0.168 1.009 -0.254
O 1.5064 -0.4892 -2.4276 -0.441 0.256 -0.566
H 1.6798 -1.4217 -2.5428 0.404 -0.158 0.164
H 2.0483 -0.1237 -1.7238 0.128 -0.183 0.075
O 2.6752 2.7383 0.1602 1.293 0.682 -0.717
H 1.7704 3.0096 0.1404 -0.911 -0.206 0.365
H 2.7995 1.9806 0.7178 -0.412 -0.464 0.418
```
Positions in Å, forces in eV/Å.

Partial charges, Löwdin, in e:
1 C -0.11
2 C -0.19
3 N 0.05
4 C -0.49
5 O 0.05
6 C -0.17
7 C -0.55
8 S 0.69
9 H 0.05
10 H 0.07
11 H 0.08
12 H 0.11
13 H 0.12
14 H 0.12
15 H 0.13
16 H 0.10
17 H 0.03
18 H 0.06
19 H -0.13
20 O -0.05
21 H 0.03
22 H 0.02
23 O -0.06
24 H 0.01
25 H 0.02
26 O -0.06
27 H 0.03
28 H 0.04
29 O -0.03
30 H 0.02
31 H 0.03

=====

Entry 2:
ORCA calculation (ωB97M-V/def2-TZVPD) on a 6-piece molecular cluster, C5H19NO7 overall at a distorted geometry.

For the HOMO energy, the calculation gives -9.89 eV. The largest force on an atom comes out at 2.2 eV/A. The calculation puts the LUMO energy at 0.300 eV. Its molar mass is 205.2 g mol⁻¹. The value obtained for the frontier orbital gap is 10.19 eV.

```
32
Properties=species:S:1:pos:R:3:forces:R:3
C -2.6579 -2.6759 0.5758 0.195 -0.396 -0.541
N -2.1958 -3.1272 -0.5072 -0.705 0.763 -0.259
C -0.7884 -3.2813 -0.7158 0.052 -0.560 -1.084
C -0.3118 -2.4306 -1.9076 1.052 -0.363 -0.729
C -0.6885 -0.9653 -1.8216 0.601 -1.059 -1.102
C 0.1120 -0.1163 -0.8864 -1.109 1.725 0.865
O -0.2261 1.0442 -0.7734 0.220 -0.529 0.384
O 1.1074 -0.6289 -0.1350 -0.401 -1.383 -0.534
H -2.0365 -2.4735 1.4461 0.070 0.218 0.213
H -3.7288 -2.5190 0.6171 -0.097 0.008 0.349
H -0.1894 -3.0277 0.1441 0.324 -0.175 0.649
H -0.7151 -4.3340 -1.0287 0.645 0.199 0.436
H 0.7943 -2.4228 -2.0413 -0.465 -0.436 0.735
H -0.5875 -2.8979 -2.8731 -0.614 0.428 0.542
H -1.7525 -0.8443 -1.6585 -0.103 0.269 0.529
H -0.5338 -0.5376 -2.8119 0.101 0.226 -0.059
H 1.2785 -0.1539 0.6933 0.038 0.634 -0.391
O 1.8624 3.0636 2.4114 0.232 0.005 -0.909
H 1.5997 3.1682 3.3183 -0.217 -0.017 0.557
H 1.9447 2.1165 2.2527 -0.063 -0.125 0.234
O -0.7580 0.3151 2.3374 0.483 0.005 -0.582
H -0.2874 -0.4890 2.0824 -0.210 -0.068 0.294
H -0.6948 0.8534 1.5287 -0.380 0.032 0.293
O 1.9203 2.5714 -1.0868 0.716 0.031 0.242
H 1.4371 3.1203 -1.7081 -0.108 0.086 0.122
H 1.7659 2.9315 -0.2022 -0.201 0.120 -0.286
O 3.2356 0.7585 1.0642 -0.135 0.523 -0.379
H 3.5424 1.6746 0.9927 0.184 -0.092 0.380
H 3.0176 0.5994 0.1357 0.032 -0.267 -0.085
O -2.1743 2.7003 0.0883 -0.719 0.252 0.158
H -2.1428 2.1619 -0.7029 0.050 -0.174 -0.153
H -1.2542 2.8081 0.3041 0.531 0.121 0.111
```
Positions in Å, forces in eV/Å.

Partial charges, Löwdin, in e:
1 C -0.03
2 N -0.04
3 C -0.25
4 C -0.19
5 C -0.11
6 C -0.48
7 O 0.05
8 O 0.10
9 H 0.07
10 H 0.07
11 H 0.10
12 H 0.12
13 H 0.12
14 H 0.12
15 H 0.12
16 H 0.13
17 H 0.09
18 O -0.05
19 H 0.04
20 H 0.00
21 O -0.04
22 H 0.02
23 H 0.01
24 O -0.05
25 H 0.05
26 H 0.03
27 O -0.05
28 H 0.05
29 H 0.03
30 O -0.05
31 H 0.02
32 H 0.00

=====

Entry 3:
ORCA calculation (ωB97M-V/def2-TZVPD) on C5H20AgO9P as an isolated structure at a distorted geometry.

As for the expectation value of S²: 0.7613. As for the spin multiplicity: 2. For the HOMO energy (spin up / spin down), the calculation gives -3.04 / -2.64 eV. The largest force on an atom comes out at 3.3 eV/A. The calculation puts the LUMO energy (spin up / spin down) at 2.390 / 2.389 eV. Its molar mass is 363.0 g mol⁻¹. The value obtained for the frontier orbital gap (spin up / spin down) is 5.43 / 5.03 eV. The net charge is -1.

```
36
Properties=species:S:1:pos:R:3:forces:R:3
Ag 10.1495 44.3511 13.5241 0.005 0.872 -0.371
P 11.6633 44.1846 15.8032 1.386 1.744 2.494
O 11.9140 45.0688 14.5469 0.193 1.315 -2.107
O 10.5184 43.2562 15.2645 0.700 -0.803 1.703
O 11.2686 45.1741 16.9403 -0.450 -1.812 -0.888
O 13.0857 43.6134 15.9182 -1.020 -0.892 0.432
C 9.1414 48.0468 13.0268 0.553 -0.821 0.479
O 9.8850 46.8833 13.5333 -1.315 2.594 -0.848
H 8.7571 47.8266 12.0308 0.147 -0.008 0.039
H 8.3109 48.3252 13.6755 -0.329 -0.369 0.078
H 9.7521 48.9497 13.0337 0.399 -0.058 -0.433
H 10.0723 47.1938 14.4221 0.744 -0.859 0.527
C 8.7099 41.6877 12.1501 -0.006 -1.296 -0.150
O 8.6871 42.5412 13.2480 -0.427 0.194 -0.427
H 7.6956 41.5820 11.7651 -0.029 -0.195 -0.518
H 9.4140 41.9463 11.3592 -0.159 0.879 0.195
H 9.0855 40.7120 12.4583 -0.200 -0.415 0.066
H 8.0605 42.1710 13.8740 0.242 0.235 0.429
C 6.9951 45.5953 14.4867 -0.664 -0.518 0.465
O 8.2141 44.9818 14.8226 -1.024 0.501 0.256
H 7.0349 46.6197 14.1165 0.437 0.009 -0.286
H 6.4854 44.9455 13.7753 -0.011 0.168 -0.300
H 6.3516 45.6301 15.3658 -0.260 0.028 0.139
H 8.3744 45.1910 15.7457 0.833 -0.237 0.218
C 7.9859 44.7397 10.8871 0.071 0.834 -0.782
O 9.2676 44.9601 11.4411 -0.001 -0.756 0.011
H 8.0794 44.2070 9.9407 -0.125 0.060 -0.283
H 7.2745 44.1616 11.4770 0.621 0.185 0.629
H 7.6340 45.7607 10.7397 -0.987 -0.213 -0.388
H 9.7604 45.4771 10.7996 0.168 0.051 0.152
C 12.1067 43.0419 10.9120 0.621 -1.120 -1.226
O 11.7799 43.2217 12.2359 -0.034 -0.089 -0.210
H 13.1371 43.3142 10.6835 0.106 0.526 -0.095
H 12.0622 41.9871 10.6409 -0.098 -0.489 -0.117
H 11.4204 43.5075 10.2047 -0.095 0.526 0.416
H 12.3880 42.6898 12.7545 0.008 0.233 0.700
```
Positions in Å, forces in eV/Å.

Partial charges, Löwdin, in e:
1 Ag 0.82
2 P -0.09
3 O -0.35
4 O -0.45
5 O -0.49
6 O -0.40
7 C -0.13
8 O -0.17
9 H 0.07
10 H 0.06
11 H 0.07
12 H 0.08
13 C -0.17
14 O -0.17
15 H 0.08
16 H 0.07
17 H 0.08
18 H 0.10
19 C -0.15
20 O -0.16
21 H 0.06
22 H 0.07
23 H 0.08
24 H 0.09
25 C -0.14
26 O -0.17
27 H 0.08
28 H 0.07
29 H 0.08
30 H 0.09
31 C -0.19
32 O -0.14
33 H 0.08
34 H 0.07
35 H 0.07
36 H 0.11

=====

Entry 4:
ORCA calculation (ωB97M-V/def2-TZVPD) on C5H20F4HfN10O5 as an isolated structure at a distorted geometry.

For the HOMO energy, the calculation gives -8.78 eV. The largest force on an atom comes out at 6.4 eV/A. The calculation puts the LUMO energy at 0.557 eV. Its molar mass is 554.8 g mol⁻¹. The value obtained for the frontier orbital gap is 9.33 eV.

```
45
Properties=species:S:1:pos:R:3:forces:R:3
Hf 0.1655 0.1114 -0.3872 0.967 0.168 -0.628
F 0.8628 1.5290 -2.1403 -0.818 -2.103 2.399
F 1.1626 -1.7375 -1.5376 -0.784 1.735 1.063
F 1.1326 -0.8939 1.4648 -1.356 1.559 -2.448
F -1.5679 1.6241 -0.2226 2.292 -2.135 -0.237
C -1.5077 -1.1127 -3.2967 1.920 1.538 1.830
O -1.1752 -0.4963 -2.2814 -0.477 0.187 0.740
N -2.3597 -0.6840 -4.1815 -3.335 1.689 -2.677
N -0.9744 -2.2348 -3.7293 1.272 -2.884 0.179
H -2.7616 0.2389 -4.2642 0.379 -0.107 0.662
H -2.7369 -1.3675 -4.8223 0.082 0.308 0.141
H -0.4190 -2.7616 -3.0704 0.503 0.294 -0.261
H -0.8582 -2.3345 -4.7276 0.145 -0.305 0.486
C 1.1930 2.8906 1.5748 -2.388 1.007 -0.540
O 1.0699 2.0026 0.7975 -0.741 -2.097 -3.620
N 0.7113 4.1653 1.5180 -0.340 1.953 -2.004
N 1.5864 2.6550 2.7596 2.392 -0.147 5.002
H 0.5818 4.6108 0.6208 -0.299 -0.382 0.100
H 0.2872 4.6382 2.3032 0.307 -0.351 -0.168
H 1.9499 1.7489 3.0183 -0.048 0.143 0.040
H 1.7311 3.5211 3.2587 0.656 -0.866 0.780
C 3.8096 0.3242 -0.9624 -1.489 2.101 0.849
O 2.8787 0.5647 -0.2499 -2.630 -0.013 1.939
N 4.0831 -0.8128 -1.5065 1.483 -3.235 -2.273
N 4.6730 1.2898 -1.2615 3.283 2.176 -1.744
H 4.6970 -0.6866 -2.2986 -0.087 -0.903 0.056
H 3.4195 -1.5734 -1.5406 -0.504 0.349 0.136
H 5.2084 1.1657 -2.1089 0.154 -0.095 0.244
H 4.6508 2.2769 -1.0492 -1.033 -0.559 0.534
C -2.0174 -2.7828 0.0794 4.735 2.249 -0.396
O -1.2403 -1.8476 0.1583 0.974 2.354 -0.448
N -1.5721 -3.9345 -0.3447 -0.170 -3.798 -1.014
N -3.2410 -2.7291 0.4283 -4.565 -0.324 1.126
H -2.2655 -4.6685 -0.3236 0.688 -0.374 -0.349
H -0.6098 -4.1678 -0.5441 -0.176 0.575 0.270
H -3.6700 -3.6358 0.5465 -0.791 0.765 0.161
H -3.6755 -1.8403 0.6316 0.082 -0.356 0.158
C -1.6254 0.5810 3.0347 2.064 0.318 -3.364
O -1.4238 0.0416 1.9804 -0.256 -0.940 -1.682
N -2.0649 0.0040 4.0887 -2.630 -1.029 5.713
N -1.2900 1.8698 3.2232 0.465 2.408 -0.506
H -2.3203 0.7546 4.7144 -0.215 -0.488 0.708
H -2.7170 -0.7578 4.2086 0.541 -0.202 -0.978
H -0.8801 2.2314 4.0725 -0.133 -0.383 -0.087
H -0.8805 2.2202 2.3691 -0.122 0.199 0.110
```
Positions in Å, forces in eV/Å.

Partial charges, Löwdin, in e:
1 Hf 2.09
2 F -0.58
3 F -0.55
4 F -0.55
5 F -0.56
6 C -0.69
7 O -0.08
8 N 0.18
9 N 0.17
10 H 0.13
11 H 0.11
12 H 0.10
13 H 0.12
14 C -0.75
15 O -0.05
16 N 0.17
17 N 0.19
18 H 0.12
19 H 0.11
20 H 0.15
21 H 0.12
22 C -0.76
23 O -0.02
24 N 0.19
25 N 0.16
26 H 0.11
27 H 0.10
28 H 0.09
29 H 0.11
30 C -0.75
31 O -0.07
32 N 0.19
33 N 0.21
34 H 0.11
35 H 0.13
36 H 0.12
37 H 0.14
38 C -0.75
39 O -0.01
40 N 0.18
41 N 0.16
42 H 0.10
43 H 0.12
44 H 0.10
45 H 0.07